<i>
Below is the molecule C5H6, with properties calculated with ωB97M-V/def2-TZVPD.

Net charge = 0
HOMO level = -9.6 eV
Structure (SMILES) = C#CCC=C
Gap between HOMO and LUMO = 10.751 eV

Positions of all 11 atoms, in Å:
C: -2.472 -0.580 -0.082
C: -1.536 0.184 -0.026
C: -0.266 0.853 -0.074
C: 0.793 -0.050 0.537
C: 1.794 -0.507 -0.271
H: -3.241 -1.345 0.138
H: -0.074 1.123 -1.130
H: -0.369 1.787 0.465
H: 0.795 -0.155 1.667
H: 2.699 -0.925 0.242
H: 1.876 -0.385 -1.464

***

<ii>
Below is a structure of composition C5H6, with properties calculated with ωB97M-V/def2-TZVPD.

Net charge = 0
HOMO level = -8.8 eV
Gap between HOMO and LUMO = 9.193 eV

Positions of all 11 atoms, in Å:
C: -1.979 -0.027 -0.009
C: -0.571 -0.579 0.057
C: 0.383 0.271 0.128
C: 1.663 -0.097 0.195
C: 2.884 -0.181 0.099
H: -1.369 1.202 -0.205
H: -2.809 -0.599 -0.681
H: -2.471 0.257 1.131
H: -0.098 -1.577 0.081
H: 0.191 1.244 -0.212
H: 4.175 0.085 -0.585

***

<iii>
Below is the molecule C5H6, with properties calculated with ωB97M-V/def2-TZVPD.

Net charge = 0
HOMO level = -9.3 eV
Structure (SMILES) = C=C1CC1=C
Gap between HOMO and LUMO = 10.027 eV

Positions of all 11 atoms, in Å:
C: -0.251 -0.683 -1.906
C: 0.005 -0.493 -0.637
C: 0.547 -0.889 0.679
C: -0.052 0.474 0.509
C: -0.314 1.598 1.213
H: -0.005 -1.601 -2.418
H: -0.728 0.081 -2.501
H: 0.007 -1.617 1.274
H: 1.622 -0.986 0.783
H: -0.035 1.671 2.249
H: -0.794 2.445 0.755

***

<iv>
Below is the molecule C5H6, with properties calculated with ωB97M-V/def2-TZVPD.

Net charge = 0
HOMO level = -8.1 eV
Structure (SMILES) = C#CCC=C
Gap between HOMO and LUMO = 9.153 eV

Positions of all 11 atoms, in Å:
C: -0.872 1.493 -0.450
C: -1.106 0.333 -0.249
C: -0.866 -0.964 0.318
C: 0.698 -0.852 0.102
C: 1.132 0.401 0.128
H: -0.791 2.527 -0.725
H: -1.466 -1.155 1.247
H: -1.021 -1.793 -0.415
H: 1.071 -1.679 -0.528
H: 1.067 1.127 0.916
H: 2.154 0.563 -0.342

***

Which structure wins on stability? <iii> wins.

***

<i>
Below is a cluster of 2 separate species, C5H6 in total, with properties calculated with ωB97M-V/def2-TZVPD.

Net charge = 0
HOMO level = -9.6 eV
Structure (SMILES) = C#CC.C#C
Gap between HOMO and LUMO = 10.746 eV

Positions of all 11 atoms, in Å:
C: 1.383 1.117 -0.133
C: 1.394 -0.085 0.051
C: 0.759 -1.361 0.088
H: 1.740 2.110 -0.195
H: -0.244 -1.172 -0.422
H: 1.360 -2.125 -0.399
H: 0.495 -1.687 1.114
C: -1.246 1.178 0.062
C: -1.955 0.216 -0.189
H: -0.816 2.110 0.300
H: -2.870 -0.302 -0.278

***

<ii>
Below is the molecule C5H6, with properties calculated with ωB97M-V/def2-TZVPD.

Net charge = 0
HOMO level = -8.5 eV
Structure (SMILES) = C1=CCC=C1
Gap between HOMO and LUMO = 9.747 eV

Positions of all 11 atoms, in Å:
C: 1.295 0.001 0.077
C: 0.516 -1.076 -0.050
C: -0.936 -0.604 0.043
C: -0.830 0.845 0.001
C: 0.486 1.251 -0.010
H: 2.375 0.026 0.036
H: 0.826 -2.113 -0.106
H: -1.460 -0.912 -0.841
H: -1.437 -0.970 0.931
H: -1.798 1.381 -0.015
H: 0.963 2.172 -0.066

***

Which structure wins on stability? <ii> wins.

***

<i>
Below is a structure of composition C41H36BrGe2N2O2S4SbTi, with properties calculated with ωB97M-V/def2-TZVPD.

Net charge = -2
HOMO level = -1.8 eV
Gap between HOMO and LUMO = 5.689 eV

Positions of all 90 atoms, in Å:
Ti: 0.349 0.445 0.010
S: -0.591 4.882 1.750
C: 0.432 4.206 2.973
C: 0.800 4.754 4.195
C: 1.638 4.019 5.014
C: 2.098 2.762 4.610
C: 1.732 2.220 3.393
C: 0.885 2.944 2.557
N: 0.418 2.547 1.316
C: -0.351 3.440 0.783
C: -0.962 3.259 -0.527
C: -1.619 4.308 -1.172
C: -2.086 4.133 -2.460
C: -1.876 2.909 -3.092
C: -1.243 1.875 -2.419
C: -0.780 1.996 -1.104
H: 0.440 5.730 4.496
H: 1.938 4.423 5.974
H: 2.752 2.200 5.265
H: 2.089 1.253 3.060
H: -1.738 5.268 -0.678
H: -2.593 4.941 -2.975
H: -2.229 2.756 -4.106
H: -1.131 0.927 -2.933
S: 0.240 -3.650 2.012
Sb: 0.425 -1.460 2.676
S: -1.319 0.042 1.595
S: 2.140 -0.505 1.195
C: -3.822 -4.222 -2.995
Ge: -1.952 -3.601 -2.809
C: -0.950 -5.237 -2.333
C: -1.349 -3.101 -4.617
Ge: -1.991 -1.793 -1.138
C: -2.947 -2.713 0.333
C: -3.984 -2.108 1.040
C: -4.748 -2.830 1.948
C: -4.491 -4.176 2.161
C: -3.466 -4.794 1.462
C: -2.704 -4.067 0.559
C: -3.299 -0.446 -1.781
C: -3.838 -0.545 -3.062
C: -4.760 0.383 -3.536
C: -5.168 1.430 -2.725
C: -4.642 1.546 -1.444
C: -3.717 0.623 -0.982
H: -3.852 -5.051 -3.709
H: -4.483 -3.431 -3.349
H: -4.196 -4.575 -2.033
H: -0.319 -5.522 -3.178
H: -1.650 -6.049 -2.124
H: -0.308 -5.094 -1.466
H: -1.687 -3.854 -5.334
H: -0.260 -3.059 -4.635
H: -1.731 -2.127 -4.925
H: -4.199 -1.059 0.894
H: -5.542 -2.332 2.494
H: -5.080 -4.737 2.878
H: -3.236 -5.838 1.638
H: -1.888 -4.559 0.048
H: -3.527 -1.351 -3.716
H: -5.154 0.286 -4.542
H: -5.880 2.160 -3.091
H: -4.931 2.377 -0.811
H: -3.280 0.758 0.000
Br: 5.854 -0.920 -4.001
C: 4.990 0.762 -3.761
C: 5.386 1.822 -4.560
C: 4.777 3.056 -4.378
C: 3.801 3.217 -3.408
C: 3.405 2.140 -2.626
C: 3.999 0.894 -2.804
C: 2.340 2.348 -1.560
O: 2.111 3.491 -1.184
O: 1.813 1.260 -1.147
H: 6.158 1.683 -5.305
H: 5.076 3.894 -4.997
H: 3.327 4.173 -3.229
H: 3.677 0.058 -2.196
N: -0.275 -1.031 -1.091
C: 0.683 -1.641 -1.939
C: 1.267 -2.859 -1.585
C: 2.193 -3.471 -2.414
C: 2.581 -2.872 -3.608
C: 2.032 -1.643 -3.954
C: 1.093 -1.038 -3.133
H: 0.998 -3.290 -0.624
H: 2.631 -4.417 -2.116
H: 3.321 -3.340 -4.246
H: 2.345 -1.147 -4.866
H: 0.679 -0.073 -3.395

***

<ii>
Below is a structure of composition C41H36BrGe2N2O2S4SbTi, with properties calculated with ωB97M-V/def2-TZVPD.

Net charge = -2
HOMO level = -2.3 eV
Gap between HOMO and LUMO = 6.087 eV

Positions of all 90 atoms, in Å:
Ti: -1.768 -0.089 0.273
S: -1.796 2.707 -3.715
C: -3.262 2.878 -2.808
C: -4.411 3.588 -3.138
C: -5.466 3.573 -2.245
C: -5.371 2.855 -1.049
C: -4.231 2.147 -0.724
C: -3.154 2.162 -1.611
N: -1.939 1.509 -1.438
C: -1.141 1.685 -2.438
C: 0.223 1.181 -2.502
C: 0.893 1.229 -3.735
C: 2.235 0.918 -3.797
C: 2.889 0.619 -2.603
C: 2.180 0.555 -1.412
C: 0.790 0.764 -1.281
H: -4.475 4.134 -4.071
H: -6.373 4.119 -2.476
H: -6.210 2.844 -0.365
H: -4.165 1.581 0.196
H: 0.360 1.492 -4.646
H: 2.763 0.922 -4.743
H: 3.955 0.410 -2.608
H: 2.768 0.312 -0.533
S: -4.101 -4.223 -0.976
Sb: -2.766 -3.480 0.684
S: -0.385 -1.471 1.776
S: -3.589 -1.401 1.413
C: 1.907 2.611 1.180
Ge: 2.292 1.099 2.358
C: 1.167 1.395 3.946
C: 4.208 1.277 2.853
Ge: 1.771 -1.202 1.714
C: 2.658 -2.116 0.212
C: 4.045 -2.264 0.220
C: 4.700 -2.902 -0.825
C: 3.968 -3.413 -1.889
C: 2.586 -3.287 -1.898
C: 1.934 -2.639 -0.855
C: 2.422 -2.346 3.217
C: 2.257 -3.727 3.082
C: 2.652 -4.605 4.080
C: 3.232 -4.119 5.246
C: 3.407 -2.752 5.400
C: 3.002 -1.880 4.394
H: 1.886 3.518 1.789
H: 0.941 2.458 0.703
H: 2.659 2.708 0.399
H: 1.390 2.371 4.384
H: 1.283 0.624 4.708
H: 0.125 1.389 3.620
H: 4.350 2.162 3.478
H: 4.798 1.405 1.943
H: 4.589 0.407 3.387
H: 4.624 -1.876 1.054
H: 5.780 -3.002 -0.808
H: 4.475 -3.907 -2.711
H: 2.011 -3.680 -2.729
H: 0.859 -2.511 -0.884
H: 1.802 -4.120 2.178
H: 2.505 -5.671 3.951
H: 3.541 -4.801 6.029
H: 3.854 -2.359 6.306
H: 3.146 -0.816 4.541
Br: 0.425 -2.477 -6.454
C: -1.188 -2.268 -5.460
C: -2.400 -2.475 -6.097
C: -3.574 -2.312 -5.373
C: -3.530 -1.937 -4.039
C: -2.302 -1.745 -3.422
C: -1.116 -1.913 -4.127
C: -2.235 -1.305 -1.993
O: -3.200 -0.703 -1.479
O: -1.163 -1.498 -1.347
H: -2.424 -2.759 -7.141
H: -4.527 -2.479 -5.860
H: -4.428 -1.803 -3.451
H: -0.171 -1.743 -3.627
N: -1.918 1.247 1.329
C: -2.015 2.300 2.181
C: -2.510 2.125 3.486
C: -2.613 3.200 4.353
C: -2.230 4.477 3.955
C: -1.741 4.662 2.666
C: -1.634 3.596 1.789
H: -2.799 1.125 3.786
H: -2.993 3.039 5.356
H: -2.309 5.314 4.639
H: -1.436 5.651 2.340
H: -1.248 3.734 0.786

***

Which structure wins on stability? <i> wins.